a.
# C48H132N12O12

A 12-piece molecular cluster, C48H132N12O12 overall (the ωB97M-V functional and the def2-TZVPD basis, the Open Molecules 2025 dataset).

Values from the calculation:
- E_HOMO: -8.886 eV
- Structure (SMILES): COC[C@H](C)N.COC[C@H](C)N.COC[C@H](C)N.COC[C@H](C)N.COC[C@H](C)N.COC[C@H](C)N.COC[C@H](C)N.COC[C@H](C)N.COC[C@H](C)N.COC[C@H](C)N.COC[C@H](C)N.COC[C@H](C)N

Cartesian coordinates (Å):
C: 4.5070 1.5384 4.8047
O: 4.2038 2.9309 4.8802
C: 5.0750 3.6081 3.9750
C: 4.6464 5.0977 3.8870
C: 5.5373 5.8775 2.8680
N: 4.8559 5.6767 5.1706
H: 3.9355 0.9693 5.5379
H: 5.5335 1.2238 4.9929
H: 4.1610 1.1395 3.8511
H: 6.1503 3.4709 4.0888
H: 4.9842 3.2632 2.9450
H: 3.6024 5.2846 3.6355
H: 5.0788 6.8333 2.6143
H: 5.3930 5.3014 1.9540
H: 6.5673 6.0408 3.1851
H: 5.8324 5.5002 5.3588
H: 4.3423 5.1365 5.8521
C: -0.6872 -7.9580 -0.3385
O: -1.5025 -6.8616 0.0211
C: -2.5890 -7.2522 0.8643
C: -3.1621 -5.9865 1.5015
C: -4.2360 -6.2659 2.5675
N: -3.7796 -5.0512 0.5461
H: 0.1532 -7.8369 -1.0221
H: -1.2552 -8.7541 -0.8197
H: -0.3588 -8.3859 0.6086
H: -3.3899 -7.8064 0.3750
H: -2.1837 -7.8740 1.6626
H: -2.4670 -5.4748 2.1671
H: -4.8464 -7.1267 2.2944
H: -4.9986 -5.5511 2.8767
H: -3.7250 -6.6584 3.4466
H: -3.0499 -4.8642 -0.1267
H: -4.4676 -5.5660 0.0154
C: 2.0132 3.2443 0.4758
O: 1.8279 4.6051 0.0839
C: 2.9562 5.2666 -0.4493
C: 2.6070 6.7814 -0.3568
C: 1.6307 7.1224 -1.4283
N: 3.7527 7.7150 -0.4058
H: 2.1892 2.6947 -0.4489
H: 1.1168 2.8202 0.9283
H: 2.8868 3.0654 1.1027
H: 3.7776 4.9888 0.2111
H: 3.3043 4.9337 -1.4271
H: 2.1629 7.0738 0.5947
H: 0.6684 6.6482 -1.2355
H: 1.9263 6.9561 -2.4642
H: 1.3205 8.1610 -1.3131
H: 4.0168 7.6091 -1.3749
H: 3.3641 8.6463 -0.3639
C: -0.2540 -1.6469 -4.4333
O: -0.0601 -0.6666 -5.4743
C: -1.2947 -0.3295 -6.1929
C: -0.9535 0.4005 -7.5033
C: -0.1375 1.6829 -7.3582
N: -2.1688 0.7397 -8.0913
H: -0.8770 -1.2077 -3.6541
H: 0.6592 -2.0890 -4.0350
H: -0.7564 -2.5166 -4.8568
H: -1.8206 -1.2403 -6.4792
H: -2.0664 0.1545 -5.5943
H: -0.4038 -0.3197 -8.1093
H: -0.2786 2.0873 -6.3558
H: -0.3040 2.4730 -8.0903
H: 0.9148 1.4266 -7.4808
H: -2.6118 1.2349 -7.3306
H: -2.6543 -0.1452 -8.0555
C: 3.1213 -0.1897 -1.8858
O: 3.9701 0.4617 -2.8167
C: 3.3623 1.1821 -3.9006
C: 4.3580 1.4264 -5.0060
C: 3.8250 2.0981 -6.2879
N: 4.9837 0.1683 -5.4483
H: 3.5975 -0.5720 -0.9829
H: 2.5031 -0.9894 -2.2937
H: 2.4209 0.5717 -1.5428
H: 2.5703 0.5585 -4.3154
H: 2.9730 2.1619 -3.6240
H: 5.1592 2.0538 -4.6156
H: 4.5079 2.1478 -7.1360
H: 3.4376 3.0973 -6.0887
H: 2.9533 1.5861 -6.6955
H: 5.1889 -0.3649 -4.6155
H: 4.3411 -0.3970 -5.9846
C: 1.9125 -0.1283 2.1285
O: 1.0225 0.0959 1.0416
C: 0.0104 -0.9284 0.9711
C: -0.9130 -0.9379 -0.2732
C: -1.9028 0.1820 -0.1653
N: -1.6604 -2.1590 -0.2080
H: 2.5260 0.7423 2.3605
H: 2.5381 -0.9884 1.8899
H: 1.4004 -0.3413 3.0668
H: 0.5301 -1.8865 0.9637
H: -0.5631 -0.9828 1.8964
H: -0.2414 -0.7032 -1.0990
H: -1.3305 1.0733 0.0919
H: -2.6941 0.0041 0.5629
H: -2.2756 0.3550 -1.1749
H: -2.1513 -2.1536 0.6746
H: -2.4518 -2.0762 -0.8299
C: -3.7214 -3.5503 6.2158
O: -3.3817 -2.5753 5.2649
C: -3.9359 -2.9022 3.9721
C: -3.5846 -1.8293 2.9278
C: -4.0529 -0.4791 3.3786
N: -4.1608 -2.1512 1.6433
H: -3.3616 -3.2652 7.2044
H: -3.2638 -4.4969 5.9285
H: -4.7785 -3.8078 6.2803
H: -3.5561 -3.8860 3.6964
H: -5.0152 -3.0320 4.0515
H: -2.5018 -1.9164 2.8376
H: -5.1311 -0.5182 3.5337
H: -3.6917 0.2892 2.6949
H: -3.7473 -0.2650 4.4028
H: -5.1642 -2.1166 1.7532
H: -3.9095 -3.0653 1.2948
C: -1.5649 2.3773 3.0325
O: -2.2424 3.6111 3.2732
C: -3.6857 3.3644 3.3590
C: -4.5298 4.6749 3.6733
C: -6.0269 4.3858 3.9086
N: -4.3005 5.7151 2.6401
H: -1.6446 2.1811 1.9632
H: -1.8352 1.5048 3.6272
H: -0.5143 2.4685 3.3082
H: -4.0342 2.8225 2.4797
H: -3.8154 2.6687 4.1880
H: -4.1167 5.1258 4.5756
H: -6.4865 5.3542 4.1059
H: -6.2172 3.7149 4.7463
H: -6.5505 3.9580 3.0536
H: -4.8438 6.5595 2.7501
H: -3.3192 5.9340 2.5444
C: -3.4475 -3.0953 -3.3712
O: -3.6089 -1.8555 -2.8340
C: -4.5392 -1.0308 -3.5828
C: -4.7225 0.2358 -2.9254
C: -5.1658 0.2126 -1.4711
N: -5.5426 1.1531 -3.6871
H: -3.1192 -2.9824 -4.4045
H: -4.3554 -3.6914 -3.2794
H: -2.6901 -3.6746 -2.8432
H: -4.0785 -0.8808 -4.5592
H: -5.5407 -1.4610 -3.5909
H: -3.6991 0.6096 -2.8939
H: -5.1987 1.2361 -1.0978
H: -4.5699 -0.4217 -0.8147
H: -6.0637 -0.4012 -1.3992
H: -5.5884 2.0975 -3.3319
H: -6.5037 0.8427 -3.6907
C: -1.2472 3.8322 -1.0689
O: -2.5299 4.3801 -1.3741
C: -3.5950 3.8250 -0.6510
C: -4.9786 4.3489 -1.0234
C: -6.0979 3.8513 -0.1322
N: -5.2677 3.9700 -2.4013
H: -1.1939 2.7666 -1.2917
H: -0.9715 3.9253 -0.0184
H: -0.4711 4.3688 -1.6147
H: -3.5489 2.7372 -0.7038
H: -3.2995 4.0382 0.3763
H: -4.9197 5.4364 -0.9766
H: -6.1702 2.7797 0.0532
H: -7.0873 4.1508 -0.4778
H: -5.9543 4.3340 0.8345
H: -4.3559 4.0357 -2.8306
H: -5.7785 4.7338 -2.8205
C: 5.5696 -2.7248 2.0985
O: 6.4243 -3.7279 2.4710
C: 7.8260 -3.4051 2.6071
C: 8.5781 -3.5835 1.2896
C: 8.5789 -5.0422 0.9174
N: 9.9407 -3.1046 1.2673
H: 5.8449 -2.3401 1.1165
H: 5.5499 -1.8333 2.7254
H: 4.5404 -3.0837 2.1019
H: 7.9535 -2.3826 2.9628
H: 8.3234 -4.0076 3.3671
H: 7.9634 -3.1552 0.4978
H: 9.2655 -5.2229 0.0904
H: 7.5739 -5.3898 0.6780
H: 8.9043 -5.6729 1.7447
H: 10.0851 -2.3492 1.9219
H: 10.1141 -2.8095 0.3170
C: 1.8886 -4.6765 2.8808
O: 2.3543 -4.8077 1.5215
C: 1.1627 -5.0436 0.6771
C: 1.4564 -4.9237 -0.8244
C: 2.1090 -3.5663 -1.2329
N: 0.2052 -4.9992 -1.5703
H: 2.7316 -4.5752 3.5644
H: 1.3548 -5.5238 3.3110
H: 1.2509 -3.8048 3.0275
H: 0.8582 -6.0325 1.0198
H: 0.3867 -4.2921 0.8226
H: 2.2075 -5.6396 -1.1581
H: 1.3784 -2.7574 -1.2285
H: 2.5918 -3.6071 -2.2092
H: 2.9497 -3.4155 -0.5557
H: -0.3134 -5.7400 -1.1203
H: -0.3654 -4.1756 -1.4432

---

b.
# C48H132N12O12

A 12-piece molecular cluster, C48H132N12O12 overall (the ωB97M-V functional and the def2-TZVPD basis, the Open Molecules 2025 dataset).

Values from the calculation:
- E_HOMO: -8.375 eV
- Structure (SMILES): COC[C@H](C)N.COC[C@H](C)N.COC[C@H](C)N.COC[C@H](C)N.COC[C@H](C)N.COC[C@H](C)N.COC[C@H](C)N.COC[C@H](C)N.COC[C@H](C)N.COC[C@H](C)N.COC[C@H](C)N.COC[C@H](C)N

Cartesian coordinates (Å):
C: -1.9538 25.1086 16.5231
O: -2.6177 23.8806 16.3274
C: -1.7560 22.8338 15.8884
C: -1.6919 22.8329 14.3561
C: -3.0631 22.5489 13.7666
N: -0.6561 21.9195 13.8488
H: -2.7246 25.7682 16.9257
H: -1.5857 25.6034 15.6185
H: -1.1395 25.0408 17.2490
H: -0.7708 22.9471 16.3534
H: -2.1815 21.9025 16.2686
H: -1.4069 23.8531 14.0504
H: -3.7852 23.1636 14.3066
H: -3.3047 21.5048 13.9843
H: -3.1864 22.7264 12.6987
H: 0.2282 22.2101 14.2595
H: -0.5240 22.1381 12.8581
C: 0.8979 25.3703 8.9452
O: 0.1148 25.1520 10.0944
C: -1.1596 25.7434 10.0438
C: -1.9081 25.4846 11.3626
C: -3.4108 25.5759 11.2112
N: -1.4937 26.4519 12.3827
H: 1.3555 26.3624 8.8966
H: 0.2726 25.1858 8.0664
H: 1.7436 24.6837 8.8911
H: -1.0324 26.8325 9.9525
H: -1.7428 25.4144 9.1733
H: -1.6031 24.4662 11.6428
H: -3.7161 26.5946 10.9695
H: -3.8897 25.2998 12.1537
H: -3.8394 24.9226 10.4480
H: -1.7765 26.0530 13.2774
H: -0.4840 26.5068 12.4940
C: -7.3657 24.2723 10.4767
O: -7.7992 23.1515 11.2481
C: -9.1284 23.2803 11.7069
C: -10.1782 23.0451 10.6085
C: -11.6030 23.2666 11.0765
N: -10.1170 21.6378 10.1619
H: -7.8525 24.2136 9.4987
H: -6.3084 24.2328 10.2223
H: -7.6138 25.1953 11.0021
H: -9.2445 22.5200 12.4836
H: -9.3027 24.2427 12.2062
H: -9.9597 23.7046 9.7560
H: -11.8135 22.6564 11.9573
H: -12.3663 22.9762 10.3557
H: -11.7074 24.3298 11.3250
H: -9.1508 21.3859 9.9631
H: -10.6167 21.6318 9.2715
C: -5.4814 17.5170 9.9552
O: -6.2540 18.3485 10.7996
C: -6.0986 17.9787 12.1586
C: -7.1116 18.7897 12.9494
C: -6.7361 20.2687 13.1412
N: -7.3036 18.1703 14.2987
H: -5.8945 16.5039 9.9523
H: -4.4277 17.4400 10.2571
H: -5.4651 17.9849 8.9719
H: -6.3815 16.9225 12.2531
H: -5.0961 18.0791 12.5900
H: -8.0922 18.7366 12.4762
H: -7.5067 20.8767 13.6240
H: -6.4903 20.7502 12.1936
H: -5.9138 20.3904 13.8532
H: -7.4807 18.9332 14.9504
H: -6.3607 17.9366 14.6271
C: -4.6449 20.2538 5.2825
O: -4.9854 21.1882 6.2897
C: -5.7969 20.5175 7.2747
C: -5.9042 21.4102 8.5001
C: -4.5456 21.4837 9.1811
N: -6.9281 20.9412 9.4034
H: -4.0749 20.8475 4.5536
H: -5.4776 19.8366 4.7083
H: -3.9155 19.5490 5.6931
H: -6.7551 20.3063 6.7946
H: -5.3294 19.5649 7.5398
H: -6.0934 22.4200 8.1177
H: -3.7705 21.7550 8.4573
H: -4.2839 20.5042 9.5853
H: -4.5494 22.2727 9.9366
H: -6.8093 19.9841 9.7255
H: -7.0268 21.5903 10.1762
C: -7.7664 23.0987 5.4445
O: -9.1460 22.7545 5.3135
C: -9.6320 22.0474 6.4207
C: -11.1684 22.0014 6.3707
C: -11.7427 23.4015 6.4403
N: -11.6877 21.2035 7.4810
H: -7.2538 22.1400 5.3371
H: -7.6572 23.5341 6.4436
H: -7.4513 23.7875 4.6648
H: -9.1559 21.0605 6.4768
H: -9.4027 22.5117 7.3932
H: -11.4287 21.5565 5.4005
H: -12.7468 23.4667 6.0125
H: -11.1774 24.0216 5.7399
H: -11.7354 23.7716 7.4649
H: -12.6995 21.2713 7.4031
H: -11.4897 20.2143 7.3541
C: -7.9580 25.0637 -0.5877
O: -7.8545 23.7638 -0.0540
C: -6.5279 23.3354 0.0666
C: -6.3774 21.9001 0.6028
C: -6.7726 21.8674 2.0972
N: -5.0336 21.3718 0.4198
H: -7.4062 25.1188 -1.5314
H: -7.6227 25.8650 0.0771
H: -9.0150 25.2288 -0.7904
H: -5.9885 23.3656 -0.8909
H: -5.9476 23.9793 0.7431
H: -7.0331 21.2066 0.0737
H: -6.6727 20.8876 2.5601
H: -7.8019 22.1966 2.2391
H: -6.0865 22.5210 2.6438
H: -4.9660 21.1990 -0.5815
H: -4.2198 21.9500 0.6302
C: -2.2760 23.4325 6.6186
O: -2.9274 24.6650 6.5188
C: -4.1866 24.6367 7.1338
C: -4.8940 26.0112 7.1822
C: -4.0091 27.1659 7.6165
N: -6.1107 25.9760 8.0066
H: -2.1180 23.0895 7.6472
H: -1.2979 23.4985 6.1342
H: -2.8054 22.6463 6.0650
H: -4.9212 24.0141 6.6066
H: -4.1112 24.2301 8.1512
H: -5.2725 26.1621 6.1611
H: -4.4978 28.1359 7.6937
H: -3.1962 27.2337 6.8900
H: -3.5415 26.9324 8.5741
H: -6.4130 26.9338 8.1351
H: -6.8995 25.5168 7.5649
C: -0.2820 20.3742 6.7316
O: -0.0064 20.2065 8.0955
C: 0.2599 21.4225 8.7818
C: 0.0066 21.1884 10.2743
C: -1.4969 21.2256 10.4956
N: 0.6032 22.2833 11.0784
H: 0.4471 21.0166 6.2281
H: -1.3056 20.7283 6.5618
H: -0.2506 19.4285 6.1870
H: 1.2865 21.7357 8.5463
H: -0.4084 22.1894 8.3671
H: 0.4480 20.2747 10.6712
H: -1.8691 22.2279 10.2706
H: -1.8104 20.9301 11.4970
H: -1.9673 20.4872 9.8437
H: 1.5956 22.2934 10.8490
H: 0.2529 23.1533 10.6756
C: -4.7393 15.2996 7.2704
O: -6.0328 15.8522 7.1891
C: -6.0548 16.8376 6.1620
C: -7.4751 17.3906 6.0456
C: -8.2493 17.6215 7.3500
N: -8.3279 16.4692 5.2607
H: -4.5320 14.7037 6.3717
H: -4.7355 14.6175 8.1204
H: -3.9109 16.0118 7.3632
H: -5.3317 17.6247 6.3959
H: -5.7418 16.4056 5.2029
H: -7.3523 18.3646 5.5473
H: -7.7311 18.2167 8.1098
H: -8.4981 16.6907 7.8556
H: -9.1551 18.1902 7.1304
H: -9.2035 16.9860 5.1503
H: -8.0032 16.5614 4.2901
C: -2.9175 23.4309 2.8375
O: -2.7866 23.0642 1.4761
C: -1.5038 23.3794 0.9984
C: -1.3331 22.8681 -0.4282
C: -1.3242 21.3442 -0.5221
N: 0.0002 23.2876 -0.9052
H: -2.7567 24.5087 2.9531
H: -2.2291 22.8792 3.4837
H: -3.9468 23.2403 3.1427
H: -1.3717 24.4690 0.9154
H: -0.6824 23.0096 1.6214
H: -2.0693 23.3294 -1.0938
H: -0.4834 20.8568 -0.0276
H: -1.2421 21.0057 -1.5589
H: -2.2161 20.8648 -0.1098
H: 0.0439 24.3011 -0.8007
H: 0.1412 23.1328 -1.8955
C: -0.7359 19.4761 3.1192
O: -1.8249 18.6076 3.2510
C: -2.9316 18.8950 2.4172
C: -4.0740 17.9648 2.8237
C: -3.8236 16.4983 2.5343
N: -5.3531 18.3794 2.2109
H: 0.0101 19.3017 3.8891
H: -1.0549 20.5289 3.1949
H: -0.3494 19.3805 2.0955
H: -3.3217 19.9183 2.5060
H: -2.5512 18.7896 1.3921
H: -4.2068 18.0711 3.9025
H: -4.6231 15.8781 2.9525
H: -2.8865 16.1509 2.9640
H: -3.9130 16.2573 1.4708
H: -5.2646 18.1745 1.2142
H: -5.3864 19.3967 2.1687

---

b wins, 408.3 kJ/mol ahead of the next structure.

---

a.
# CH3NO2

A 2-piece molecular cluster, CH3NO2 overall (the ωB97M-V functional and the def2-TZVPD basis, the Open Molecules 2025 dataset).

Values from the calculation:
- E_HOMO: -9.770 eV
- Structure (SMILES): C#N.OO

Cartesian coordinates (Å):
C: 1.6512 1.0135 1.3080
N: 1.1262 0.0554 0.8576
H: 1.2680 1.6826 2.1845
O: 1.8501 -2.1429 1.1826
O: 2.6055 -2.1582 -0.1202
H: 1.3759 -3.0153 0.9554
H: 3.4483 -1.4038 -0.0270

---

b.
# CH3NO2

One molecule with the formula CH3NO2 (the ωB97M-V functional and the def2-TZVPD basis, the Open Molecules 2025 dataset).

Values from the calculation:
- E_HOMO: -10.324 eV
- Structure (SMILES): NC(=O)O

Cartesian coordinates (Å):
N: 0.9610 -0.2527 -0.2245
C: -0.2410 0.3156 -0.2255
O: -1.1336 0.1903 -1.1020
O: -0.6544 0.5280 1.1035
H: 1.4466 -0.8180 0.4990
H: 1.2824 -0.4072 -1.1723
H: -1.6611 0.4439 1.1218

---

b wins, 567.2 kJ/mol ahead of the next structure.